No. 1
# C37H29F6N7O5S5Ti

C37H29F6N7O5S5Ti as an isolated structure (ωB97M-V with the def2-TZVPD basis set, the OMol25 dataset).

CARTESIAN COORDINATES (ANGSTROEM)
1 Ti 0.1419 -0.3241 -0.1958
2 S 0.1702 1.2409 -2.0214
3 C 1.7400 0.8308 -2.6812
4 C 2.5512 1.8255 -3.2226
5 C 3.8293 1.5340 -3.6792
6 C 4.6605 2.5851 -4.1984
7 N 5.3240 3.4268 -4.6134
8 C 4.3053 0.2173 -3.6109
9 C 3.4857 -0.7852 -3.1085
10 C 2.2042 -0.5008 -2.6446
11 S 1.1952 -1.7540 -1.9542
12 C 5.6484 -0.1102 -4.0011
13 N 6.7336 -0.3744 -4.2749
14 H 2.1889 2.8452 -3.2589
15 H 3.8586 -1.7998 -3.0562
16 F -3.2283 -1.0557 2.6822
17 C -2.5053 -0.3937 3.5842
18 F -2.8484 0.8812 3.5721
19 F -2.7380 -0.9085 4.7865
20 S -0.7126 -0.5306 3.1914
21 O -0.6308 0.0097 1.8350
22 O 0.0004 0.1567 4.2095
23 N -0.5663 -2.0998 3.2393
24 S 0.2142 -2.9491 2.1952
25 O 0.2847 -2.3303 0.8747
26 O -0.1599 -4.3209 2.2392
27 C 1.9500 -2.9115 2.8033
28 F 2.0294 -3.5344 3.9719
29 F 2.7427 -3.5249 1.9245
30 F 2.3658 -1.6544 2.9560
31 O -1.6277 -1.3998 -0.8491
32 C -2.3280 -1.1895 -2.0905
33 C -3.7802 -0.8707 -1.8306
34 C -3.9115 0.1152 -0.6683
35 C -2.9945 1.3127 -0.7384
36 C -3.3595 2.4677 -1.3985
37 C -2.4763 3.5561 -1.3662
38 C -1.3192 3.4812 -0.6352
39 C -1.0538 2.2804 0.0538
40 N -1.8318 1.1957 -0.0739
41 H -1.8195 -2.2550 -0.4493
42 H -2.1575 -2.0344 -2.7590
43 H -1.8287 -0.3217 -2.5135
44 H -4.3720 -1.7657 -1.6127
45 H -4.1803 -0.4430 -2.7547
46 H -3.6821 -0.3975 0.2655
47 H -4.9487 0.4507 -0.6056
48 H -4.3103 2.5241 -1.9123
49 H -2.7211 4.4695 -1.8949
50 H -0.6271 4.3043 -0.5277
51 H -0.1334 1.3633 1.5103
52 N 6.8614 1.3069 0.7252
53 C 5.8820 1.8199 1.4989
54 S 6.1316 2.9266 2.6708
55 C 4.5208 1.2510 1.2027
56 C 4.3751 -0.0271 0.6752
57 C 3.1155 -0.4833 0.3459
58 N 2.0182 0.2731 0.5072
59 C 2.1549 1.4838 1.0753
60 C 3.3826 2.0047 1.4372
61 H 7.7736 1.7247 0.8141
62 H 6.6413 0.8785 -0.1599
63 H 5.2138 -0.6937 0.5295
64 H 2.9625 -1.4651 -0.0788
65 H 1.2613 2.0818 1.1993
66 H 3.4410 3.0003 1.8522
67 N 0.0198 2.1431 0.8819
68 C 0.8130 3.2269 1.3955
69 C 0.3709 3.7876 2.6381
70 C -0.9526 3.5816 3.1094
71 C -1.3960 4.0818 4.3209
72 C -0.5592 4.8088 5.1572
73 C 0.7553 4.9990 4.7365
74 C 1.2103 4.5091 3.5293
75 C 1.9835 3.5752 0.6533
76 C 2.5092 2.7355 -0.3619
77 C 3.6628 3.0506 -1.0588
78 C 4.3543 4.2332 -0.8221
79 C 3.8168 5.1135 0.1135
80 C 2.6687 4.8081 0.8187
81 H -1.6543 3.0293 2.4978
82 H -2.4244 3.8975 4.6154
83 H -0.9095 5.2009 6.1030
84 H 1.4540 5.5285 5.3763
85 H 2.2567 4.6353 3.2869
86 H 1.9768 1.8258 -0.6148
87 H 4.0366 2.3539 -1.8037
88 H 5.2583 4.4728 -1.3661
89 H 4.2949 6.0718 0.2880
90 H 2.2650 5.5503 1.4941

Atomic forces in eV per Å
-0.75 -0.53 -1.18
0.58 -0.57 -1.17
0.05 -0.04 -0.52
-0.55 -0.38 -0.62
0.01 -0.26 -0.75
-0.09 -0.14 0.00
0.03 0.07 0.00
-0.02 -0.01 0.01
-0.03 -0.05 -0.03
-0.02 -0.05 0.09
0.04 0.17 0.14
-0.01 0.11 0.03
-0.01 -0.04 -0.03
0.04 -0.08 0.00
-0.01 0.01 0.02
-0.03 0.02 -0.03
0.20 -0.19 0.08
-0.15 0.21 -0.01
-0.04 0.05 -0.03
0.20 -0.76 0.36
-0.33 -1.72 1.29
-0.13 0.07 -0.04
-0.15 0.41 0.18
0.23 -0.09 -0.40
-0.02 -0.01 0.16
-0.16 -0.02 0.03
0.30 0.19 -0.10
-0.02 -0.06 0.05
-0.10 0.01 0.08
-0.17 -0.13 0.01
-0.19 -0.49 0.06
0.28 -0.01 0.09
-0.06 -0.01 -0.10
-0.14 0.00 0.06
-0.29 -0.08 -0.22
0.17 -0.10 0.12
0.06 0.03 0.07
-0.33 0.03 0.33
-1.03 1.44 0.05
0.40 0.57 0.07
0.04 -0.05 -0.13
-0.08 -0.02 0.04
0.01 -0.04 -0.15
0.07 -0.01 0.01
-0.06 0.03 0.04
-0.06 -0.02 -0.03
0.03 0.07 0.00
0.02 0.00 0.02
0.01 -0.02 0.00
0.00 0.00 -0.05
0.02 0.89 0.36
0.31 0.20 0.02
-1.10 -0.64 -0.64
0.34 0.40 0.47
0.43 1.38 1.49
-0.86 -1.16 -0.95
1.60 -0.34 -0.03
-0.08 -0.86 1.54
3.43 -6.08 1.22
2.99 -2.53 2.36
-0.01 -0.02 0.02
-0.10 -0.04 0.06
0.04 0.03 -0.02
0.10 -0.07 0.07
4.83 -4.55 1.15
0.38 -0.55 0.39
-5.21 1.70 -1.51
-2.11 5.57 0.28
-0.34 0.39 0.71
0.25 0.02 -0.21
-0.08 -0.01 0.11
0.14 -0.05 -0.22
-0.10 0.08 0.19
0.02 -0.26 -0.30
-1.80 4.85 -1.99
-1.17 1.73 -1.91
0.96 0.78 -0.38
-0.27 -0.73 0.10
-0.13 0.25 0.36
-0.29 0.32 -0.36
-0.03 0.00 -0.03
0.03 -0.01 -0.01
0.01 -0.02 -0.01
-0.02 -0.02 -0.02
-0.02 0.00 0.06
0.12 1.47 -1.16
0.03 0.44 0.96
-0.02 -0.02 -0.03
-0.02 -0.04 0.02
-0.01 -0.03 -0.06

The energy relative to the best compared isomer or geometry (same formula, charge and spin) is 241.19 kcal per mole. Its spin multiplicity is 2. The charge is -1. The expectation value of S² is 0.758. Its energy is -5626.33572 Ha. The frontier orbital gap (alpha / beta) is 5.34 / 5.34 eV. The value obtained for the max |F| is 7.1 eV Å⁻¹.



No. 2
# C37H29KOPS4

C37H29KOPS4 as an isolated structure (ωB97M-V with the def2-TZVPD basis set, the OMol25 dataset).

CARTESIAN COORDINATES (ANGSTROEM)
1 K -0.0764 -0.5031 -0.3879
2 O 0.0904 1.3781 -1.5217
3 C 0.5298 1.2861 -2.7839
4 C 2.0593 1.4988 -2.8358
5 C 2.8185 1.8374 -1.7607
6 C 4.1836 2.0799 -2.0820
7 C 4.4399 1.9409 -3.4070
8 S 3.0179 1.5185 -4.2791
9 C -0.0350 2.3763 -3.7256
10 C -0.5064 2.2809 -5.0000
11 C -0.8729 3.5383 -5.5597
12 C -0.6817 4.5653 -4.6926
13 S -0.0503 4.0132 -3.1891
14 C 0.0843 -0.0745 -3.3880
15 C -1.1928 -0.5411 -3.2668
16 C -1.4072 -1.8036 -3.8816
17 C -0.2781 -2.2906 -4.4574
18 S 1.0443 -1.2112 -4.2633
19 H 2.3703 1.9514 -0.7830
20 H 4.9369 2.3581 -1.3566
21 H 5.3803 2.0436 -3.9258
22 H -0.5840 1.3469 -5.5393
23 H -1.2777 3.6522 -6.5562
24 H -0.8685 5.6165 -4.8478
25 H -1.9567 0.0348 -2.7613
26 H -2.3611 -2.3122 -3.8841
27 H -0.1287 -3.2192 -4.9855
28 C 2.1006 -0.5192 6.7615
29 C 3.2489 -0.4227 5.9871
30 C 3.1502 -0.2838 4.6117
31 C 1.9007 -0.2243 3.9931
32 C 0.7564 -0.3440 4.7771
33 C 0.8554 -0.4890 6.1538
34 P 1.6706 0.0484 2.1793
35 C 1.9568 1.8679 2.1139
36 C 0.9871 2.6244 1.4583
37 C 1.0928 4.0069 1.3880
38 C 2.1749 4.6474 1.9671
39 C 3.1555 3.9026 2.6110
40 C 3.0458 2.5242 2.6894
41 C 3.2488 -0.6725 1.5883
42 C 3.3825 -2.0524 1.7664
43 C 4.5227 -2.7094 1.3382
44 C 5.5400 -2.0004 0.7122
45 C 5.4002 -0.6379 0.5043
46 C 4.2565 0.0254 0.9309
47 H 2.1843 -0.6376 7.8350
48 H 4.2278 -0.4577 6.4499
49 H 4.0520 -0.2438 4.0149
50 H -0.2147 -0.3440 4.2954
51 H -0.0384 -0.5877 6.7570
52 H 0.1608 2.1238 0.9698
53 H 0.3327 4.5791 0.8716
54 H 2.2669 5.7251 1.9129
55 H 4.0131 4.3944 3.0544
56 H 3.8102 1.9583 3.2037
57 H 2.5819 -2.6065 2.2457
58 H 4.6151 -3.7780 1.4876
59 H 6.4323 -2.5148 0.3776
60 H 6.1835 -0.0872 -0.0026
61 H 4.1516 1.0853 0.7477
62 S -0.8197 -2.8602 1.3627
63 C -2.0563 -4.0066 0.9394
64 C -3.1637 -4.2251 1.7775
65 C -4.1654 -5.1169 1.4332
66 C -4.0990 -5.8361 0.2456
67 C -3.0003 -5.6519 -0.5850
68 C -1.9973 -4.7590 -0.2459
69 H -3.2176 -3.6703 2.7058
70 H -5.0117 -5.2571 2.0979
71 H -4.8902 -6.5239 -0.0285
72 H -2.9265 -6.2170 -1.5086
73 H -1.1418 -4.6228 -0.8964

Atomic forces in eV per Å
-0.37 -1.93 0.95
0.08 1.90 -0.89
0.09 0.22 -0.44
0.08 -0.17 -0.19
-0.08 -0.01 0.09
0.04 0.05 0.07
-0.08 -0.10 -0.21
0.03 0.00 0.19
-0.15 -0.06 0.12
0.05 0.01 -0.04
-0.07 -0.02 -0.03
0.15 0.05 0.18
-0.08 -0.10 -0.09
0.16 -0.01 -0.09
-0.05 0.07 -0.07
-0.10 0.04 0.06
0.27 0.03 -0.12
-0.12 0.08 0.13
0.04 -0.05 -0.03
0.00 -0.01 0.00
0.00 0.03 0.03
0.01 -0.04 0.07
0.02 0.05 0.00
-0.05 -0.03 -0.01
0.00 -0.01 0.00
0.05 -0.06 0.01
-0.07 -0.01 0.05
0.05 -0.02 0.03
0.03 0.02 -0.05
-0.10 -0.03 0.00
-0.06 -0.05 -0.10
-0.03 0.01 -0.09
-0.01 0.02 0.08
0.38 0.24 0.59
-0.02 -0.07 -0.10
0.07 -0.12 0.01
-0.04 0.11 -0.02
0.02 0.01 -0.02
0.10 -0.07 0.06
-0.08 0.05 -0.02
-0.06 0.01 -0.14
-0.01 0.02 0.03
-0.01 -0.04 0.03
0.01 0.01 0.00
0.08 0.00 -0.08
-0.04 -0.07 0.07
-0.04 0.01 0.00
-0.02 -0.02 0.03
0.03 0.02 -0.03
-0.01 -0.02 0.02
-0.02 0.00 -0.05
-0.03 0.09 -0.03
0.01 -0.03 -0.03
-0.02 0.00 -0.02
-0.03 0.03 0.01
0.03 -0.04 0.03
-0.01 -0.04 -0.04
-0.01 0.01 0.00
0.00 0.02 -0.01
-0.03 0.02 -0.01
0.01 0.04 0.02
0.24 0.15 0.22
-0.09 -0.11 -0.01
0.02 -0.02 -0.08
-0.03 -0.03 0.00
-0.05 -0.03 -0.02
-0.03 -0.05 -0.02
-0.04 0.02 0.04
-0.01 0.01 -0.01
0.01 0.02 0.01
0.02 -0.01 0.01
0.01 0.03 -0.01
-0.01 0.01 -0.01

The energy relative to the best compared isomer or geometry (same formula, charge and spin) is 15.27 kcal per mole. The charge is -1. Its energy is -4036.69772 Ha. The frontier orbital gap is 6.04 eV. The value obtained for the max |F| is 2.2 eV Å⁻¹.



No. 3
# C37H29NO2

A 2-piece molecular cluster, C37H29NO2 overall (ωB97M-V with the def2-TZVPD basis set, the OMol25 dataset).

CARTESIAN COORDINATES (ANGSTROEM)
1 C 4.5028 0.6661 2.5025
2 N 3.3470 -0.1039 2.0540
3 C 2.3286 0.3861 1.3075
4 C 1.2065 -0.4925 1.3866
5 C -0.1151 -0.0955 1.1088
6 C -1.3093 -0.7481 1.6463
7 C -1.5898 -2.1206 1.4670
8 C -2.8207 -2.6532 1.8453
9 C -3.7397 -1.8583 2.5330
10 C -3.4354 -0.5200 2.8055
11 C -2.2399 0.0301 2.3691
12 C 1.6783 -1.6527 2.1612
13 C 1.0640 -2.7076 2.8146
14 C 1.7747 -3.5124 3.7061
15 C 3.1017 -3.2279 4.0370
16 C 3.7408 -2.1210 3.4555
17 C 3.0213 -1.3833 2.5222
18 H 5.3644 -0.0008 2.6189
19 H 4.7369 1.4302 1.7510
20 H 4.3105 1.1630 3.4724
21 H 2.3886 1.3633 0.8279
22 H -0.2160 0.9929 1.0629
23 H -0.8554 -2.7545 0.9595
24 H -3.0625 -3.6793 1.5581
25 H -4.7038 -2.2739 2.8239
26 H -4.1546 0.1135 3.3271
27 H -2.0209 1.0893 2.5390
28 H 0.0057 -2.8623 2.6981
29 H 1.2495 -4.3559 4.1489
30 H 3.6216 -3.8774 4.7372
31 H 4.7711 -1.8618 3.6997
32 C 0.4795 4.5120 0.5197
33 C -0.8792 4.1666 0.5489
34 C -1.3159 3.0009 -0.0784
35 C -0.4035 2.1337 -0.7334
36 C -0.7317 0.8013 -1.2415
37 C -2.0721 0.2299 -1.0093
38 C -2.3397 -1.2328 -1.2951
39 C -1.3559 -2.2181 -1.4326
40 C -1.6953 -3.5163 -1.8125
41 C -3.0385 -3.8439 -2.0014
42 C -4.0394 -2.9034 -1.7352
43 C -3.6912 -1.6106 -1.3511
44 O -3.0115 0.8814 -0.5275
45 C -0.1304 0.4296 -2.5436
46 C 0.5086 1.4718 -3.4433
47 C 0.0203 2.7722 -3.5812
48 C 0.6968 3.7049 -4.3624
49 C 1.7639 3.2907 -5.1673
50 C 2.1617 1.9468 -5.1539
51 C 1.5267 1.0394 -4.3051
52 O -0.1288 -0.7300 -2.9978
53 C 0.9635 2.5080 -0.7342
54 C 1.3905 3.7122 -0.1853
55 H 0.8269 5.4210 1.0185
56 H -1.6151 4.8004 1.0587
57 H -2.3724 2.7396 -0.0635
58 H -0.3224 -1.9755 -1.2000
59 H -0.8993 -4.2402 -1.9828
60 H -3.3021 -4.8425 -2.3401
61 H -5.0960 -3.1470 -1.8587
62 H -4.4666 -0.8822 -1.0874
63 H -0.9064 3.0434 -3.0769
64 H 0.3822 4.7474 -4.3461
65 H 2.2597 4.0062 -5.8289
66 H 2.9695 1.6013 -5.8024
67 H 1.7834 -0.0199 -4.3556
68 H 1.6943 1.8132 -1.1603
69 H 2.4353 4.0169 -0.2980

Atomic forces in eV per Å
0.14 0.05 -0.12
-0.08 0.11 -0.92
-0.55 -0.64 0.95
0.99 -0.38 -0.23
-0.12 1.16 1.03
-0.22 -0.57 0.25
-0.14 0.22 -0.26
0.28 0.05 0.06
0.15 0.20 -0.21
-0.13 -0.20 0.15
0.19 0.16 -0.64
0.63 0.71 0.24
-0.11 -0.59 0.35
-0.21 0.33 -0.29
0.27 0.28 -0.52
-0.11 -0.72 0.14
-0.47 0.64 0.60
-0.20 0.22 -0.12
-0.05 -0.23 0.22
-0.06 -0.31 -0.44
-0.04 -0.35 0.36
-0.04 -0.53 -0.10
-0.52 0.34 0.07
0.08 0.30 0.26
0.22 0.13 -0.05
0.22 -0.23 -0.10
-0.14 -0.37 -0.11
0.16 -0.29 0.03
0.21 0.19 0.07
0.02 0.24 -0.12
-0.33 -0.07 0.08
-0.18 0.29 -0.18
0.55 -0.06 -0.01
0.10 -0.11 -0.18
0.23 0.63 0.74
-0.75 -0.06 -0.68
-0.40 -0.11 0.55
-0.48 -0.05 0.04
-0.18 -0.06 0.05
-0.16 0.37 0.14
-0.03 0.06 0.03
0.13 0.05 0.02
0.18 -0.04 -0.24
0.70 -0.42 -0.28
0.40 -1.73 -0.59
-0.28 -0.18 -0.65
0.13 0.05 0.24
0.03 -0.26 -0.35
0.04 -0.10 0.20
-0.19 0.19 0.07
0.13 0.25 -0.05
0.19 1.66 0.24
-0.30 0.20 -0.01
-0.25 -0.17 0.22
-0.13 -0.26 -0.23
0.41 -0.23 -0.18
0.44 0.09 -0.03
-0.25 -0.06 -0.23
-0.27 0.05 0.09
-0.02 0.12 0.05
0.33 -0.10 0.10
0.43 -0.20 -0.32
0.40 0.12 0.13
-0.04 -0.26 -0.21
-0.09 -0.23 0.30
-0.29 0.14 0.13
-0.01 0.33 0.31
-0.26 0.36 -0.10
-0.32 -0.12 0.23

Its energy is -1632.47745 Ha. The frontier orbital gap is 5.67 eV. The value obtained for the max |F| is 1.9 eV Å⁻¹.